w) Formula: C4H6O2
Source: the OMol25 dataset
Level of theory: ωB97M-V/def2-TZVPD

Kohn-Sham gap ... 9.825 eV
E_HOMO ... -8.8 eV
SMILES ... O[C@@H]1O[C@@H]2C[C@H]12

```
! wB97M-V def2-TZVPD RIJCOSX def2/J DEFGRID3
* xyz 0 1
O 0.068 -0.978 1.682
C 0.885 -0.290 0.839
O 0.633 1.193 0.782
C 0.212 1.067 -0.552
C -1.072 -0.052 -0.573
C 0.403 -0.363 -0.597
H -0.763 -1.040 1.153
H 1.934 -0.471 1.083
H 0.254 1.940 -1.186
H -1.654 -0.457 -1.406
H -1.657 0.393 0.209
H 0.757 -0.943 -1.433
*
```

***

x) Formula: C4H6O2
Source: the OMol25 dataset
Level of theory: ωB97M-V/def2-TZVPD

Kohn-Sham gap ... 8.961 eV
E_HOMO ... -8.4 eV

```
! wB97M-V def2-TZVPD RIJCOSX def2/J DEFGRID3
* xyz 0 1
C -0.794 -0.284 -0.966
C 0.229 0.812 -0.899
O 0.408 1.304 0.347
C 0.043 0.452 1.427
O 0.351 -0.882 1.040
C 0.175 -1.190 -0.263
H -0.969 -0.603 -1.985
H -1.724 -0.089 -0.428
H 1.319 0.159 -1.293
H 0.690 0.702 2.269
H -1.016 0.564 1.697
H 1.288 -0.946 -0.944
*
```

***

Tell me which of them is the least stable. Sure, it is x).

***

w) Formula: C4H6O2
Source: the OMol25 dataset
Level of theory: ωB97M-V/def2-TZVPD

Kohn-Sham gap ... 10.724 eV
E_HOMO ... -10.0 eV
SMILES ... O=CC1COC1

```
! wB97M-V def2-TZVPD RIJCOSX def2/J DEFGRID3
* xyz 0 1
O 2.443 -0.371 0.514
C 1.337 -0.833 0.373
C 0.260 -0.146 -0.432
C -1.202 -0.476 -0.099
O -1.465 0.871 0.313
C -0.118 1.276 0.030
H 1.052 -1.806 0.836
H 0.524 -0.220 -1.493
H -1.829 -0.778 -0.947
H -1.341 -1.194 0.723
H 0.411 1.625 0.925
H -0.073 2.051 -0.743
*
```

***

x) Formula: C4H6O2
Source: the OMol25 dataset
Level of theory: ωB97M-V/def2-TZVPD

Kohn-Sham gap ... 9.028 eV
E_HOMO ... -9.3 eV

```
! wB97M-V def2-TZVPD RIJCOSX def2/J DEFGRID3
* xyz 0 1
C 1.513 -0.612 -2.407
C 0.854 -0.121 -1.537
C -0.278 -0.626 1.141
C -0.842 1.145 -0.239
O -2.012 1.414 -0.919
O -1.194 0.294 0.760
H 2.037 -1.293 -3.009
H 0.251 -0.941 0.177
H -0.873 -1.441 1.395
H 0.489 -0.315 1.830
H -0.297 1.991 0.010
H -2.682 0.828 -0.636
*
```

***

Tell me which of them is the least stable. Sure, it is x).

***

w) Formula: C4H6O2
Source: the OMol25 dataset
Level of theory: ωB97M-V/def2-TZVPD

Kohn-Sham gap ... 9.550 eV
E_HOMO ... -9.5 eV

```
! wB97M-V def2-TZVPD RIJCOSX def2/J DEFGRID3
* xyz 0 1
C -1.416 0.850 -0.705
C -0.027 -0.334 -0.670
O -0.137 -1.214 -1.477
C 0.728 -0.047 0.476
C 1.728 -0.970 1.052
O 2.401 -0.682 2.019
H -1.602 1.624 0.055
H -2.331 0.302 -0.944
H -1.065 1.370 -1.601
H 0.740 0.971 0.854
H -0.820 0.100 0.359
H 1.800 -1.970 0.582
*
```

***

x) Formula: C4H6O2
Source: the OMol25 dataset
Level of theory: ωB97M-V/def2-TZVPD

Kohn-Sham gap ... 9.802 eV
E_HOMO ... -8.9 eV
SMILES ... C=C=O.CC=O

```
! wB97M-V def2-TZVPD RIJCOSX def2/J DEFGRID3
* xyz 0 1
C 1.640 -0.732 -1.020
C 1.860 0.134 -0.051
O 2.170 0.781 0.868
H 0.918 -0.580 -1.808
H 2.348 -1.548 -1.059
C -1.315 -0.124 0.953
C -1.161 0.744 -0.258
O -0.174 1.361 -0.584
H -1.960 -0.983 0.740
H -0.380 -0.446 1.417
H -1.855 0.530 1.650
H -2.090 0.862 -0.848
*
```

***

y) Formula: C4H6O2
Source: the OMol25 dataset
Level of theory: ωB97M-V/def2-TZVPD

Kohn-Sham gap ... 8.626 eV
E_HOMO ... -7.9 eV

```
! wB97M-V def2-TZVPD RIJCOSX def2/J DEFGRID3
* xyz 0 1
C -0.330 0.063 0.457
C 0.533 1.253 0.791
C -0.355 -1.229 -1.195
C 0.336 -1.177 -0.053
O -1.527 -0.352 -0.783
O -0.619 0.607 -1.460
H -0.974 -0.146 1.318
H -0.455 -1.859 -2.062
H 1.108 -1.806 0.350
H 1.200 1.496 -0.037
H 1.163 1.022 1.654
H -0.080 2.129 1.019
*
```

***

z) Formula: C4H6O2
Source: the OMol25 dataset
Level of theory: ωB97M-V/def2-TZVPD

Kohn-Sham gap ... 8.887 eV
E_HOMO ... -8.5 eV

```
! wB97M-V def2-TZVPD RIJCOSX def2/J DEFGRID3
* xyz 0 1
C -0.599 0.560 -1.604
O -0.717 -0.748 -1.021
C -1.120 -0.274 0.196
C 0.046 0.228 0.968
C 0.940 -0.894 1.322
O 1.390 0.145 0.487
H 0.442 0.883 -1.629
H -1.097 0.556 -2.571
H -1.209 1.233 -0.964
H -0.131 1.011 1.704
H 0.788 -1.853 0.824
H 1.353 -0.928 2.329
*
```

***

Tell me which of them is the least stable. Sure, it is y).

***

w) Formula: C5H3NO
Source: the OMol25 dataset
Level of theory: ωB97M-V/def2-TZVPD

Kohn-Sham gap ... 10.288 eV
E_HOMO ... -9.7 eV
SMILES ... N#Cc1ccoc1

```
! wB97M-V def2-TZVPD RIJCOSX def2/J DEFGRID3
* xyz 0 1
N -2.506 1.744 0.800
C -1.564 1.224 0.373
C -0.397 0.477 0.027
C 0.028 -0.327 -1.085
C 1.010 -1.126 -0.604
O 1.290 -0.855 0.703
C 0.392 0.209 1.091
H -0.335 -0.313 -2.102
H 1.521 -1.918 -1.159
H 0.550 0.947 1.903
*
```

***

x) Formula: C5H3NO
Source: the OMol25 dataset
Level of theory: ωB97M-V/def2-TZVPD

Kohn-Sham gap (spin up / spin down) ... 7.922 / 7.868 eV
E_HOMO (spin up / spin down) ... -10.0 / -9.5 eV

```
! wB97M-V def2-TZVPD RIJCOSX def2/J DEFGRID3
* xyz 0 1
N 3.083 -1.230 0.078
C 2.092 -0.628 0.041
C 0.846 0.100 0.053
C 0.787 1.480 0.052
O -1.986 1.082 0.442
C -1.675 -0.030 0.060
C -0.345 -0.489 -0.353
H -0.077 1.952 0.537
H -2.422 -0.846 0.052
H -0.303 -1.391 -0.961
*
```

***

y) Formula: C5H3NO
Source: the OMol25 dataset
Level of theory: ωB97M-V/def2-TZVPD

Kohn-Sham gap (spin up / spin down) ... 8.056 / 7.183 eV
E_HOMO (spin up / spin down) ... -9.3 / -9.5 eV

```
! wB97M-V def2-TZVPD RIJCOSX def2/J DEFGRID3
* xyz 0 1
N -0.464 0.668 2.848
C -0.278 0.347 1.746
C -0.031 -0.055 0.393
C -1.113 -0.709 -0.353
O -1.233 -0.761 -1.563
C 1.074 0.761 -1.386
C 1.262 0.224 -0.187
H -1.828 -1.232 0.317
H 0.439 0.485 -2.229
H 2.172 0.272 0.414
*
```

***

z) Formula: C5H3NO
Source: the OMol25 dataset
Level of theory: ωB97M-V/def2-TZVPD

Kohn-Sham gap ... 10.159 eV
E_HOMO ... -9.5 eV
SMILES ... N#Cc1ccoc1

```
! wB97M-V def2-TZVPD RIJCOSX def2/J DEFGRID3
* xyz 0 1
N 2.922 -0.119 0.022
C 1.796 0.185 -0.021
C 0.354 0.110 -0.085
C -0.364 -1.151 -0.016
C -1.737 -0.775 0.026
O -1.787 0.565 -0.058
C -0.534 1.178 0.071
H 0.273 -2.112 0.171
H -2.888 -1.232 0.124
H -0.636 2.369 0.162
*
```

***

Tell me which of them is the least stable. Sure, it is x).

***

w) Formula: C5H3NO
Source: the OMol25 dataset
Level of theory: ωB97M-V/def2-TZVPD

Kohn-Sham gap ... 10.611 eV
E_HOMO ... -10.3 eV
SMILES ... N#CC=C=O.C#C

```
! wB97M-V def2-TZVPD RIJCOSX def2/J DEFGRID3
* xyz 0 1
N 2.925 -0.752 -0.014
C 1.954 -0.114 -0.035
C 0.884 0.799 -0.095
C -0.210 1.226 0.433
O -1.190 1.740 0.795
H 1.051 1.949 0.352
C -1.854 -0.891 -0.265
C -0.845 -1.519 -0.452
H -2.736 -0.312 -0.098
H 0.020 -2.125 -0.620
*
```

***

x) Formula: C5H3NO
Source: the OMol25 dataset
Level of theory: ωB97M-V/def2-TZVPD

Kohn-Sham gap ... 10.284 eV
E_HOMO ... -10.8 eV
SMILES ... C#CCC(=O)C#N

```
! wB97M-V def2-TZVPD RIJCOSX def2/J DEFGRID3
* xyz 0 1
C 2.144 -0.652 0.951
C 1.257 -0.827 0.157
C -0.030 -0.657 -0.511
C -0.651 0.615 0.079
O -0.221 1.190 1.047
C -1.874 1.163 -0.552
N -2.814 1.696 -0.967
H 2.882 -0.448 1.693
H 0.016 -0.588 -1.605
H -0.710 -1.493 -0.293
*
```

***

Tell me which of them is the least stable. Sure, it is w).

***

w) Formula: C5H3NO
Source: the OMol25 dataset
Level of theory: ωB97M-V/def2-TZVPD

Kohn-Sham gap ... 9.554 eV
E_HOMO ... -9.1 eV
SMILES ... N#Cc1ccoc1

```
! wB97M-V def2-TZVPD RIJCOSX def2/J DEFGRID3
* xyz 0 1
N 2.877 -0.178 -1.006
C 1.853 -0.107 -0.471
C 0.567 0.009 0.080
C -0.357 -1.107 0.088
C -1.554 -0.554 -0.026
O -1.330 1.170 0.291
C -0.039 1.212 0.300
H 0.023 -2.132 0.215
H -2.593 -0.417 0.002
H 0.553 2.103 0.527
*
```

***

x) Formula: C5H3NO
Source: the OMol25 dataset
Level of theory: ωB97M-V/def2-TZVPD

Kohn-Sham gap ... 10.100 eV
E_HOMO ... -10.7 eV
SMILES ... C#CCC(=O)C#N

```
! wB97M-V def2-TZVPD RIJCOSX def2/J DEFGRID3
* xyz 0 1
C 2.258 -0.127 0.605
C 1.202 -0.420 0.109
C -0.119 -0.759 -0.426
C -1.167 0.071 0.303
O -1.652 -0.241 1.359
C -1.574 1.335 -0.354
N -1.924 2.316 -0.856
H 3.193 0.127 1.052
H -0.162 -0.577 -1.506
H -0.346 -1.813 -0.235
*
```

***

Tell me which of them is the least stable. Sure, it is w).